[1]
This record from the OMol25 dataset describes an isolated ion of composition C5H12O2 and charge +1 at a distorted geometry. The level of theory is ωB97M-V/def2-TZVPD.

Positions of all 19 atoms, in Å:
1 C -0.234447 1.707769 1.056857
2 O 0.207300 0.802105 2.072959
3 C -1.152505 0.935456 0.067951
4 C -0.552625 0.416917 -1.265024
5 C -0.102236 -1.037328 -1.148055
6 C 1.100686 -1.246185 -0.232025
7 O 0.756488 -1.665480 1.073146
8 H -0.779260 2.444049 1.630415
9 H 0.648565 2.102868 0.553091
10 H 0.672945 -0.007419 1.685447
11 H -1.998510 1.587380 -0.174965
12 H -1.555761 0.054848 0.568332
13 H 0.273183 1.110904 -1.506965
14 H -1.149904 0.526186 -2.167255
15 H -0.911664 -1.614326 -0.682649
16 H 0.088634 -1.487022 -2.120016
17 H 1.615436 -0.265441 -0.166207
18 H 1.873267 -1.908939 -0.629200
19 H 1.200416 -2.456336 1.384160

Atoms 1-3, force components in eV/Å:
C -0.21 -0.58 1.61
O -0.12 0.45 -1.15
C -0.77 -1.12 -1.63

Its multiplicity is 2. The orbital gap (alpha / beta) is 0.4512 / 0.2106 Ha. The total charge is +1.

---

[2]
This record from the OMol25 dataset describes one molecule with the formula C6H7N at a distorted geometry. The level of theory is ωB97M-V/def2-TZVPD.

Positions of all 14 atoms, in Å:
1 C -2.421910 0.452565 -0.020094
2 C -0.371375 1.484470 -0.508688
3 C -3.492395 -0.265200 0.217788
4 C 1.419012 0.114904 0.762590
5 C 1.633900 -0.203210 -0.619528
6 C 1.046303 1.189820 -0.270190
7 N -1.267730 0.814630 -0.029214
8 H -3.647576 -1.334109 0.602444
9 H -4.325754 0.065518 -0.287344
10 H 0.786755 -0.368885 1.402825
11 H 2.328849 0.170937 1.306885
12 H 2.633202 -0.233734 -1.031867
13 H 0.996257 -0.899440 -1.077527
14 H 1.755012 2.082088 -0.452023

Atoms 1-3, force components in eV/Å:
C -1.87 -2.36 1.39
C 3.43 1.70 -0.92
C 0.79 -1.91 0.31

The orbital gap is 0.3021 Ha. The total charge is 0.

---

[3]
This record from the OMol25 dataset describes an isolated ion of composition H2O2PS and charge -1 at a distorted geometry. The level of theory is ωB97M-V/def2-TZVPD.

Positions of all 6 atoms, in Å:
1 O 2.353924 0.520589 0.417044
2 P 1.178019 -0.311724 0.092551
3 S -0.532608 0.745130 0.603463
4 O -1.688912 -0.569133 0.326818
5 H 1.181653 -0.248176 -1.441825
6 H -2.492075 -0.136684 0.001951

Atoms 1-3, force components in eV/Å:
O 1.93 1.87 1.07
P 0.03 -3.49 -2.10
S -2.49 0.71 -0.02

The orbital gap is 0.2128 Ha. The total charge is -1. The SMILES is [O-]PSO.

---

[4]
This record from the OMol25 dataset describes a 2-piece molecular cluster, CH3PS overall at a distorted geometry. The level of theory is ωB97M-V/def2-TZVPD.

Positions of all 6 atoms, in Å:
1 C -0.332612 -0.143975 -0.538604
2 P -0.511777 0.072202 1.233513
3 S 0.482952 -1.472267 0.419472
4 H -1.054883 -0.393650 -1.249571
5 H 0.528574 0.268718 -1.002653
6 H 0.887746 1.668972 1.137843

Atoms 1-3, force components in eV/Å:
C 1.77 -0.12 0.46
P -1.36 -0.42 0.65
S -0.13 -1.13 0.11

Its multiplicity is 3. The orbital gap (alpha / beta) is 0.2722 / 0.2835 Ha. The total charge is 0.

---

[5]
This record from the OMol25 dataset describes C40H35ClN6O2Sn as an isolated structure. The level of theory is ωB97M-V/def2-TZVPD.

Positions of all 85 atoms, in Å:
1 Sn 0.582251 0.057967 -0.738580
2 O -0.124839 0.897796 -5.227395
3 C 0.043874 0.897545 -3.993232
4 N -0.020064 -0.101167 -3.119828
5 C -0.394866 -1.390793 -3.519462
6 C -1.169318 -1.651335 -4.656188
7 C -1.578185 -2.937029 -4.980247
8 C -1.212672 -3.998925 -4.169824
9 C -0.438035 -3.767621 -3.041109
10 C -0.017709 -2.480571 -2.690170
11 N 0.700659 -2.201713 -1.507066
12 C 1.376816 -3.151599 -0.867930
13 O 1.613379 -4.326960 -1.198041
14 C 1.915042 -2.738224 0.501471
15 C 2.672283 -3.643563 1.237680
16 C 3.062330 -3.297642 2.519245
17 C 2.687875 -2.063347 3.035359
18 C 1.955270 -1.208401 2.228309
19 N 1.587388 -1.548049 0.993106
20 C 0.443279 2.242713 -3.399085
21 C 1.089069 3.169111 -4.217290
22 C 1.427198 4.401562 -3.691446
23 C 1.102417 4.685275 -2.369770
24 C 0.469160 3.702072 -1.627603
25 N 0.144737 2.511663 -2.132687
26 H -1.444990 -0.819349 -5.284227
27 H -2.180366 -3.100864 -5.867512
28 H -1.520833 -5.010665 -4.410412
29 H -0.142202 -4.591031 -2.411624
30 H 2.919061 -4.590417 0.779310
31 H 3.646584 -3.986680 3.118634
32 H 2.956818 -1.762899 4.039448
33 H 1.646749 -0.219939 2.556956
34 H 1.307039 2.892668 -5.238906
35 H 1.952275 5.132126 -4.296497
36 H 1.340341 5.640736 -1.920526
37 H 0.221334 3.852519 -0.581047
38 C -1.740657 -3.940448 2.225993
39 C -1.840751 -2.690191 1.353455
40 C -3.171632 -1.969410 1.435712
41 C -4.366026 -2.658891 1.293319
42 C -5.589839 -2.001093 1.324855
43 C -5.608535 -0.626916 1.490540
44 C -4.432753 0.106832 1.631534
45 C -4.536964 1.610078 1.762955
46 C -5.028299 2.056411 3.142675
47 C -3.197358 -0.569833 1.611302
48 N -1.979475 0.102807 1.636667
49 C -1.659462 0.852516 2.621916
50 C -0.491432 1.674264 2.728772
51 C -0.219518 2.498419 3.838182
52 C 0.974748 3.159801 3.545283
53 C 1.352732 2.686938 2.271747
54 N 0.480386 1.799931 1.772888
55 H -0.800691 -4.458766 2.025706
56 H -2.553812 -4.643126 2.032286
57 H -1.768065 -3.680587 3.287099
58 H -1.661248 -2.965118 0.307526
59 H -1.048595 -1.994003 1.621334
60 H -4.342946 -3.731835 1.135267
61 H -6.514199 -2.551879 1.196531
62 H -6.557288 -0.097126 1.498576
63 H -5.239376 1.972774 1.006511
64 H -3.571536 2.068115 1.554114
65 H -5.996447 1.604935 3.373799
66 H -5.134402 3.142942 3.191726
67 H -4.326706 1.749153 3.919503
68 H -2.303288 0.883017 3.516406
69 H -0.827287 2.593165 4.729250
70 H 1.500367 3.880404 4.155788
71 H 2.235707 2.960178 1.702707
72 Cl 6.648571 4.383954 0.450768
73 C 5.502091 3.156269 -0.076362
74 C 4.609637 3.439047 -1.097618
75 C 3.729733 2.460434 -1.525558
76 C 3.710601 1.169369 -0.965600
77 C 2.821842 0.128558 -1.460352
78 C 4.612798 0.941338 0.089629
79 C 5.503292 1.909646 0.524616
80 H 4.613413 4.417737 -1.561600
81 H 3.034252 2.687757 -2.324790
82 H 3.139212 -0.881335 -1.208351
83 H 2.595271 0.206231 -2.523457
84 H 4.615626 -0.032950 0.567676
85 H 6.209164 1.695514 1.317262

Atoms 1-3, force components in eV/Å:
Sn -0.51 -0.29 -0.30
O -0.02 0.03 -0.01
C 0.16 -0.07 -0.05

The orbital gap is 0.1940 Ha. The total charge is -2.

---

[6]
This record from the OMol25 dataset describes one molecule with the formula C3H3NO3. The level of theory is ωB97M-V/def2-TZVPD.

Positions of all 10 atoms, in Å:
1 N -0.775023 1.653880 -1.089693
2 C -0.484759 0.600521 -0.463190
3 O 0.593232 -0.220424 -0.837115
4 C 1.502969 -0.498697 0.125802
5 O 1.538292 0.007613 1.210818
6 C -1.407682 0.192868 0.649910
7 O -1.217546 -1.080059 0.897011
8 H -0.112376 1.839752 -1.844595
9 H 2.210509 -1.244641 -0.259122
10 H -1.847613 -1.250815 1.610170

Atoms 1-3, force components in eV/Å:
N 0.24 -0.34 0.12
C -0.17 0.50 -0.15
O -0.01 0.02 0.06

The orbital gap is 0.3282 Ha. The total charge is 0.

---

ΔE to the lowest compared entry with this formula, charge and spin, respectively: 87.3; 543.6; 91.2; 238.0; 0.0; 363.7 kJ/mol.
Electronic energy, respectively: -9464.13528; -7820.01363; -24251.72403; -21204.71488; -73440.98097; -10788.93078 eV.